Below is a cluster of 3 separate species, C4H12O3 in total, with properties calculated with ωB97M-V with the def2-TZVPD basis set.

Values from the calculation:
Structure (SMILES) = CCCC=O.O.O
Kohn-Sham gap = 10.283 eV
HOMO energy = -9.66 eV

Cartesian coordinates (Å):
1 C -1.3775 2.0568 -0.7491
2 C -1.1124 0.5264 -0.5771
3 C 0.3470 0.2227 -0.2170
4 C 0.6677 0.8917 1.0947
5 O 1.7042 0.7781 1.7005
6 H -0.4707 2.6465 -0.7003
7 H -2.0533 2.2522 0.0879
8 H -2.0271 2.2874 -1.5925
9 H -1.4568 -0.0578 -1.4360
10 H -1.8288 0.1305 0.1482
11 H 1.0118 0.5556 -1.0162
12 H 0.4462 -0.8543 -0.1921
13 H -0.1453 1.4777 1.5632
14 O 0.2590 -1.7424 -2.4825
15 H -0.0140 -0.8278 -2.6352
16 H 0.2611 -2.0506 -3.4024
17 O 0.1321 -2.2180 1.7404
18 H -0.0198 -1.5134 2.3806
19 H -0.6742 -2.7490 1.8418

Below is a structure of composition C4H8N2O2, with properties calculated with ωB97M-V with the def2-TZVPD basis set.

Values from the calculation:
Kohn-Sham gap = 8.192 eV
HOMO energy = -9.17 eV

Cartesian coordinates (Å):
1 C 0.3831 -0.6103 -1.1244
2 C 1.1799 -0.7178 0.2388
3 C 2.0209 0.5453 0.4780
4 O 3.2050 0.5620 0.6599
5 N -0.6038 0.4344 -0.9302
6 C -1.6190 0.0681 -0.0188
7 N -1.7192 -1.2935 0.3096
8 O -2.3884 1.0617 0.6599
9 H 1.0068 -0.3338 -2.0488
10 H -0.2943 -1.4495 -1.3836
11 H 1.9230 -1.4641 0.2319
12 H 0.4278 -0.8860 1.0268
13 H 1.3059 1.4973 0.5367
14 H -1.0624 0.8533 -1.7493
15 H -2.6655 0.6105 -0.4595
16 H -2.7014 -1.5160 0.1908

Below is a cluster of 2 separate species, C13H24BClFO8S in total, with properties calculated with ωB97M-V with the def2-TZVPD basis set.

Values from the calculation:
Kohn-Sham gap = 6.309 eV
HOMO energy = -4.37 eV
Total charge = -1

Cartesian coordinates (Å):
1 C 2.4544 -1.9855 2.1045
2 C 2.1203 -0.7703 1.2222
3 C 0.6266 -0.6433 0.9518
4 Cl 0.1423 -2.1024 -0.0003
5 C 0.0937 0.6081 0.2041
6 C -1.1770 1.1593 0.8735
7 C -2.1941 0.1316 1.3720
8 C -3.6491 0.4914 1.0450
9 C -4.1619 0.0099 -0.3271
10 C -3.1255 -0.0545 -1.4411
11 O -3.7535 -0.4387 -2.6611
12 O -0.7949 1.9603 2.0351
13 S -0.1454 3.3782 1.7571
14 O 0.9516 3.5116 2.6569
15 O -1.1805 4.3635 1.7114
16 C 0.4764 3.0968 0.0826
17 F 1.3843 4.1135 -0.1737
18 C 1.1451 1.7461 -0.0259
19 B 1.7324 1.5610 -1.5072
20 C 2.9603 0.6726 -1.8679
21 O 1.0147 2.1531 -2.5390
22 H 3.2231 -2.6060 1.6472
23 H 1.5860 -2.6267 2.2540
24 H 2.8096 -1.6678 3.0858
25 H 2.4522 0.1387 1.7279
26 H 2.6460 -0.8450 0.2720
27 H 0.1094 -0.7460 1.9061
28 H -0.2459 0.2735 -0.7802
29 H -1.6920 1.8246 0.1755
30 H -1.9523 -0.8507 0.9662
31 H -2.0745 0.0660 2.4547
32 H -4.2832 0.0556 1.8190
33 H -3.7792 1.5746 1.1320
34 H -4.6269 -0.9750 -0.2358
35 H -4.9503 0.6842 -0.6703
36 H -2.6808 0.9349 -1.6031
37 H -2.3203 -0.7507 -1.1967
38 H -3.4073 -1.2873 -2.9349
39 H -0.3638 3.2155 -0.6026
40 H 1.9299 1.7284 0.7298
41 H 2.6116 -0.3265 -2.1626
42 H 3.6695 0.5343 -1.0528
43 H 3.4767 1.0791 -2.7397
44 H 0.9795 3.1121 -2.5339
45 C 2.6159 -5.3392 -1.7419
46 O 1.5351 -5.4198 -2.3623
47 O 2.5028 -4.5978 -0.5142
48 O 3.7468 -5.7569 -1.9861
49 H 1.5622 -4.3883 -0.5259

Below is a structure of composition C68H62Ge2N3OS6Ti, with properties calculated with ωB97M-V with the def2-TZVPD basis set.

Values from the calculation:
Kohn-Sham gap (spin up / spin down) = 6.251 / 5.033 eV
HOMO energy (spin up / spin down) = -12.41 / -12.41 eV
Total charge = +2
Spin multiplicity = 2

Cartesian coordinates (Å):
1 Ti 0.3091 0.6624 0.8649
2 S -4.2621 -4.4383 2.7685
3 C -5.7663 -4.2170 2.0011
4 C -5.7546 -3.1820 1.1097
5 C -4.5093 -2.5480 1.0389
6 C -3.5688 -3.1063 1.8812
7 C -2.2048 -2.7057 2.0731
8 C -1.7186 -1.5296 1.4551
9 N -0.4864 -1.1047 1.6028
10 C 0.3841 -1.8145 2.3415
11 C 0.0117 -3.0093 3.0009
12 C 1.0138 -3.6980 3.7518
13 C 2.2852 -3.2341 3.8178
14 C 2.6898 -2.0399 3.1418
15 C 3.9903 -1.5346 3.1601
16 C 4.2924 -0.3675 2.4558
17 C 3.2574 0.2441 1.7158
18 N 2.0062 -0.1915 1.7111
19 C 1.7153 -1.3208 2.4093
20 C 5.6025 0.2266 2.4836
21 C 5.9306 1.5276 2.1783
22 C 7.2977 1.7937 2.3431
23 C 8.0014 0.7044 2.7636
24 S 7.0120 -0.6669 2.9918
25 C -1.3097 -3.4342 2.8617
26 H -6.5904 -4.8498 2.2648
27 H -6.6085 -2.8959 0.5236
28 H -4.3077 -1.7309 0.3700
29 H -2.3703 -0.9100 0.8444
30 H 0.7306 -4.6074 4.2588
31 H 3.0332 -3.7703 4.3795
32 H 4.7622 -2.0453 3.7168
33 H 3.4786 1.1181 1.1043
34 H 5.2101 2.2647 1.8696
35 H 7.7444 2.7532 2.1559
36 H 9.0546 0.6383 2.9512
37 H -1.6431 -4.3364 3.3534
38 C 6.7705 0.5778 -1.3165
39 C 5.7899 1.6778 -1.5811
40 C 4.8808 1.6049 -2.6274
41 C 4.0202 2.6573 -2.9126
42 C 3.2131 2.6391 -4.1749
43 C 4.0174 3.7846 -2.0761
44 C 4.9037 3.8623 -0.9984
45 C 4.9298 5.0625 -0.1011
46 C 5.7930 2.8183 -0.7861
47 C 3.2372 4.9691 -2.5046
48 C 3.8690 5.9060 -3.3197
49 C 3.1680 6.9817 -3.8318
50 C 1.8226 7.1142 -3.5565
51 C 1.1565 6.1897 -2.7524
52 C 1.8904 5.1404 -2.2068
53 Ge 0.9497 3.7277 -1.0761
54 S 1.0877 1.6001 -2.0331
55 S -1.2003 4.1628 -0.4959
56 Ge -0.7267 3.5567 1.6886
57 S -1.4068 1.5197 2.2009
58 S 1.5130 2.9294 1.0659
59 C -1.0060 4.8819 3.2072
60 C 0.0117 5.4095 3.9837
61 C -0.3405 6.2662 5.0280
62 C -1.6633 6.5637 5.2915
63 C -2.6681 6.0022 4.5224
64 C -2.3461 5.1573 3.4700
65 C -3.3665 4.5607 2.5847
66 C -4.0172 3.3717 2.9349
67 C -3.7875 2.7465 4.2756
68 C -4.9003 2.8099 2.0249
69 C -5.1555 3.4082 0.7969
70 C -6.0685 2.7723 -0.2014
71 C -4.5647 4.6369 0.5109
72 C -3.6855 5.2340 1.3967
73 C -3.1203 6.5966 1.1430
74 C 1.4487 5.1174 3.7901
75 C 2.2693 6.0891 3.2116
76 C 1.6836 7.3281 2.6033
77 C 3.6451 5.9147 3.2471
78 C 4.2168 4.8009 3.8463
79 C 5.6999 4.6886 4.0013
80 C 3.3792 3.8108 4.3498
81 C 2.0021 3.9512 4.3342
82 C 1.1241 2.8929 4.9365
83 C -0.3071 6.3598 -2.6343
84 C -0.8250 7.4113 -1.8715
85 C 0.0711 8.2550 -1.0169
86 C -2.1854 7.6722 -1.9218
87 C -3.0424 6.9016 -2.6983
88 C -4.5022 7.2040 -2.7719
89 C -2.5087 5.8521 -3.4408
90 C -1.1518 5.5791 -3.4398
91 C -0.6055 4.4790 -4.2997
92 H 6.9238 -0.0349 -2.2004
93 H 6.4079 -0.0654 -0.5127
94 H 7.7282 0.9910 -1.0083
95 H 4.8749 0.7389 -3.2734
96 H 3.0693 1.6222 -4.5302
97 H 3.7572 3.1950 -4.9400
98 H 2.2381 3.1109 -4.0484
99 H 4.4812 5.9249 -0.5875
100 H 5.9550 5.3047 0.1688
101 H 4.3742 4.8646 0.8185
102 H 6.5421 2.9157 -0.0162
103 H 4.9157 5.7729 -3.5456
104 H 3.6652 7.7040 -4.4628
105 H 1.2547 7.9309 -3.9763
106 H 0.4458 6.6885 5.6360
107 H -1.9119 7.2358 6.0994
108 H -3.7053 6.2211 4.7280
109 H -2.7488 2.8491 4.5863
110 H -4.0479 1.6921 4.2595
111 H -4.4103 3.2397 5.0216
112 H -5.4002 1.8871 2.2829
113 H -6.2925 1.7441 0.0686
114 H -5.6198 2.7925 -1.1931
115 H -7.0071 3.3226 -0.2566
116 H -4.8000 5.1368 -0.4163
117 H -3.5338 7.0141 0.2323
118 H -2.0340 6.5599 1.0450
119 H -3.3565 7.2550 1.9778
120 H 0.6476 7.1742 2.3077
121 H 2.2604 7.6356 1.7340
122 H 1.7116 8.1452 3.3237
123 H 4.2827 6.6851 2.8371
124 H 6.2147 5.3900 3.3502
125 H 6.0446 3.6777 3.7987
126 H 5.9716 4.9235 5.0304
127 H 3.8159 2.9329 4.8062
128 H 1.7220 2.1525 5.4614
129 H 0.5417 2.3718 4.1647
130 H 0.4213 3.3324 5.6418
131 H 0.9952 7.7334 -0.7766
132 H -0.4355 8.5272 -0.0943
133 H 0.3258 9.1790 -1.5353
134 H -2.5760 8.5042 -1.3546
135 H -4.8005 7.9195 -2.0108
136 H -5.0939 6.2966 -2.6702
137 H -4.7404 7.6307 -3.7454
138 H -3.1651 5.2530 -4.0540
139 H -1.2750 4.2742 -5.1308
140 H -0.5071 3.5543 -3.7195
141 H 0.3739 4.7382 -4.6971
142 O -0.1822 -0.1354 -0.6508
143 N -0.0889 1.1687 -0.9286

| no. | strongest force on any atom (eV/A) | energy (hartree) |
| --- | --- | --- |
| 1 | 2.0 | -385.285015 |
| 2 | 6.4 | -417.006490 |
| 3 | 0.6 | -2094.885942 |
| 4 | 3.3 | -10260.182624 |